Entry from the OMol25 dataset: a molecular structure, C32H19F5O3PS2W (the ωB97M-V functional and the def2-TZVPD basis).

The geometry in XYZ format:
```
63
Properties=species:S:1:pos:R:3:forces:R:3
H 2.3572 -3.2582 0.2053 -0.046 0.004 0.010
C -0.6715 -2.4827 3.9080 -0.005 0.007 0.033
C 0.9040 7.4412 -0.3998 0.012 -0.053 0.001
C 0.9554 5.0827 -0.4385 0.255 -0.078 -0.011
H -2.2791 -3.4358 -2.6102 -0.002 -0.002 -0.005
C -1.1996 0.7797 -0.1915 -0.079 -0.269 0.068
C -0.8851 -2.2972 -1.4568 0.018 -0.057 -0.040
F 1.6611 3.9130 -0.5799 -0.140 -0.045 -0.079
C 4.4469 -2.8345 0.1478 -0.043 -0.027 -0.003
C -2.2268 0.1450 -0.0407 -0.307 0.078 -0.054
H -0.6236 -4.3849 2.9133 -0.009 -0.009 -0.007
C -0.5386 -2.9095 -3.7542 -0.008 -0.007 -0.011
S 3.3251 1.4641 -0.2946 -0.940 0.321 -0.039
H 1.2981 -2.2413 -4.6415 0.003 -0.001 -0.003
O 2.3640 1.7943 0.8481 0.253 -0.109 0.000
H 0.2071 0.4750 2.5339 0.001 -0.072 -0.069
C 5.0877 -0.5371 -0.0952 -0.073 -0.142 0.014
C -3.4345 -0.6063 0.1309 0.278 0.079 0.010
H 4.7190 -3.8772 0.2429 -0.014 -0.002 0.000
H 0.1842 -3.4631 0.7919 0.008 0.008 -0.030
C 0.0339 -0.5950 2.6013 0.013 0.169 0.128
C -1.3225 -2.9305 -2.6096 0.016 0.026 0.027
H -6.6327 -2.6975 0.6163 -0.002 -0.007 -0.021
O 4.4665 2.2826 -0.4238 0.043 -0.002 -0.005
O 2.3001 1.5194 -1.4337 0.400 -0.127 0.034
H 6.4790 -2.1592 0.0462 0.003 0.005 0.008
C -4.6785 -2.2494 1.3712 0.017 0.039 -0.026
C -0.4316 -1.1199 3.7970 0.020 -0.014 -0.071
F 2.9357 6.3064 -0.7998 0.077 -0.008 -0.009
C 0.0292 -2.7992 1.6320 -0.037 -0.009 0.005
H -6.4580 -1.1401 -1.2900 0.004 0.015 -0.009
C 0.6881 -2.2600 -3.7488 -0.001 0.005 0.015
P 0.9201 -0.7281 -0.0109 0.229 0.152 -0.057
C -5.6346 -1.2365 -0.5955 0.010 -0.014 0.018
H -1.5078 -2.3106 -0.5737 0.014 -0.020 -0.003
C 5.4364 -1.8735 0.0373 0.042 0.056 -0.011
F -2.3994 6.1300 0.2016 -0.034 -0.059 0.004
C -0.4568 7.3761 -0.1382 0.027 -0.090 -0.013
C -0.4386 -3.3230 2.8275 0.009 0.068 0.018
C 0.2643 -1.4287 1.5121 -0.011 -0.201 -0.036
F -1.1461 8.4941 0.0146 -0.041 0.070 0.001
C 0.3495 -1.6517 -1.4460 -0.049 -0.050 0.016
C -1.0943 6.1486 -0.0394 -0.018 0.096 0.013
C 3.7413 -0.2054 -0.1049 0.075 -0.167 0.015
H -4.7575 -2.9384 2.2013 0.003 0.008 0.015
H 5.8390 0.2334 -0.1909 -0.016 0.036 -0.008
H -1.0428 -2.8886 4.8397 0.008 -0.014 -0.002
S -1.1770 3.3802 -0.1238 0.065 -0.129 0.041
W 0.5846 1.7753 -0.2597 0.222 0.665 0.001
H -0.8845 -3.4018 -4.6532 0.005 0.001 -0.006
C -3.5277 -1.4973 1.2025 -0.061 -0.083 0.050
H -0.6088 -0.4597 4.6348 -0.013 -0.021 0.018
C 3.1023 -2.4788 0.1321 0.072 -0.036 0.012
H 2.0966 -1.1305 -2.6108 -0.003 0.018 0.049
C 2.7175 -1.1509 0.0129 0.053 -0.061 0.048
H -4.4049 0.2095 -1.6035 0.013 0.008 0.005
C 1.1372 -1.6333 -2.5972 -0.020 -0.026 -0.087
C 1.6367 6.2728 -0.5540 -0.188 0.055 0.045
C -4.4883 -0.4797 -0.7741 -0.088 -0.005 0.005
C -0.3884 4.9641 -0.1909 -0.047 -0.050 -0.017
H -2.7001 -1.5903 1.8961 -0.016 0.016 -0.006
F 1.5033 8.6141 -0.4988 0.040 0.069 0.001
C -5.7316 -2.1158 0.4755 -0.002 -0.010 0.008
```
Forces are in eV/Å.

LUMO (alpha / beta) = -3.77 / -4.10 eV
HOMO-LUMO gap (alpha / beta) = 7.13 / 7.28 eV
charge = +1
relative energy (zero: lowest compared OMol25 entry of this formula, charge and spin) = 12.5 kcal per mole
HOMO level (alpha / beta) = -10.90 / -11.38 eV
E = -3160.395110 hartree
multiplicity = 3
F_max = 0.99 eV/A

natural (NBO) atomic charge list, values in e, 5 entries:
1. H 0.23
2. C -0.17
3. C 0.29
4. C 0.30
5. H 0.23

---

Entry from the OMol25 dataset: a molecular structure, C32H21BrN4O4Re (the ωB97M-V functional and the def2-TZVPD basis).

The geometry in XYZ format:
```
63
Properties=species:S:1:pos:R:3:forces:R:3
H 6.3303 13.7219 13.3320 0.574 0.071 -0.610
C 9.9871 12.7233 12.8488 0.859 -0.015 -0.083
C 6.7824 15.8212 8.3823 1.037 1.311 -1.389
C 7.3948 13.4866 13.1988 0.263 0.570 1.539
C 11.4887 17.6286 11.5453 -0.341 0.426 0.468
H 7.2221 11.0654 8.6315 0.643 -0.317 0.005
O 6.1496 14.5973 10.9408 1.453 -0.013 -0.304
C 14.4267 13.2413 9.7984 0.748 -0.025 0.220
C 8.1264 13.1550 14.3593 0.972 -0.783 -1.872
O 10.7936 15.4755 10.8859 -0.436 -0.706 -0.257
H 10.8027 7.5657 8.5848 -0.544 -0.473 -0.031
C 11.8640 19.6190 13.4672 -0.732 0.238 1.220
H 10.9777 12.2863 12.6586 -0.522 0.320 0.058
N 12.0945 13.4962 9.3612 2.107 1.633 -0.939
C 14.7578 13.6131 8.4866 0.991 -0.571 0.124
C 12.4416 14.0639 8.1420 1.321 -1.664 1.311
H 15.7540 13.5643 7.9850 -0.644 -0.093 1.236
O 12.2625 16.5513 9.5543 -0.446 -0.028 -0.153
C 7.9938 17.3227 6.8696 2.143 0.118 -2.063
C 8.0135 10.2945 8.6270 0.418 2.074 -1.062
H 10.0474 18.8950 14.4289 0.368 -0.073 -0.693
H 12.8042 13.0524 11.2418 0.207 -0.342 0.145
C 9.9691 8.2575 8.5535 -0.728 0.598 0.824
C 9.4592 12.7100 14.1230 -1.420 0.008 0.958
N 8.2057 14.4195 9.7498 0.841 0.004 0.008
C 11.5072 16.5083 10.5122 0.267 -0.534 1.009
C 11.3739 14.7208 7.4131 -0.431 2.974 -3.005
H 11.1898 9.6527 9.5284 1.050 0.358 0.264
H 8.2494 7.0970 7.8852 0.049 -1.592 -0.704
C 13.7659 14.0675 7.6801 -1.600 0.109 -0.706
C 7.7350 9.0819 8.0623 0.932 -0.862 1.254
H 13.9910 14.3550 6.6518 -0.361 0.261 0.383
H 10.1592 16.9234 6.5837 -0.789 0.062 0.091
C 6.8230 16.7890 7.3510 -3.001 -0.307 2.051
H 7.6728 13.1237 15.3497 0.146 0.016 -0.336
Re 10.0773 13.5970 9.9198 0.185 1.500 -3.365
H 5.8233 17.2110 7.1110 1.018 0.043 -0.043
H 5.9590 15.6106 9.0499 -0.250 0.041 -0.599
C 8.0670 13.6666 11.9945 -0.023 -0.135 0.357
C 9.1849 15.5123 7.8803 -1.012 1.543 -0.036
N 9.3726 13.2981 11.7987 -2.093 -0.664 1.966
C 12.5099 18.5784 11.4670 1.164 0.344 -1.207
H 12.0882 20.2497 14.3190 -0.238 0.405 -0.173
Br 8.7808 17.0461 12.6783 0.510 -0.327 -0.210
C 9.7664 11.8897 9.3853 0.197 2.782 1.795
H 13.2179 18.4706 10.6036 -0.851 0.107 0.855
C 8.0166 15.2546 8.6620 -0.340 -0.494 1.210
H 15.1837 12.9371 10.5157 -0.017 0.165 -0.167
C 7.3271 14.2992 10.8458 -0.676 -0.748 -0.371
H 13.3771 20.5040 12.1865 -0.360 -1.393 0.335
C 10.5586 17.7972 12.6022 -0.514 0.851 -0.125
N 10.2484 14.7816 8.1996 -0.115 -2.600 1.145
C 12.6949 19.6332 12.3755 -0.083 -0.166 -0.925
C 13.1161 13.2378 10.2287 -0.862 -0.061 -1.546
C 8.6569 8.0249 8.1313 0.555 1.600 -0.102
O 11.4908 15.3741 6.3455 0.415 -2.580 2.702
H 8.0171 18.2296 6.2099 -0.301 -0.999 0.782
C 9.1999 16.6196 7.0118 -0.783 0.675 0.288
C 10.2394 9.5086 9.0928 -0.350 0.795 -1.309
H 6.7741 8.8686 7.6814 -0.991 -0.110 -0.185
C 10.7258 18.7983 13.5662 1.097 -0.602 -0.190
C 9.3606 10.6267 8.9817 -0.816 -3.040 0.596
H 9.9952 12.2505 14.9565 0.140 0.317 -0.439
```
Forces are in eV/Å.

LUMO = -5.64 eV
HOMO-LUMO gap = 4.98 eV
charge = +1
HOMO level = -10.62 eV
E = -4404.052505 hartree
multiplicity = 1
F_max = 4.25 eV/A

natural (NBO) atomic charge list, values in e, 5 entries:
1. H 0.27
2. C 0.08
3. C -0.23
4. C -0.19
5. C -0.23

---

Entry from the OMol25 dataset: a molecular structure, C32H21FN7O12Ru (the ωB97M-V functional and the def2-TZVPD basis).

The geometry in XYZ format:
```
74
Properties=species:S:1:pos:R:3:forces:R:3
O 1.2107 -3.1820 0.0679 1.064 0.275 -1.563
H -4.8460 0.4719 3.3304 0.001 0.009 0.010
O 0.4469 -3.7532 2.0941 0.363 -0.435 0.463
H -5.0567 -3.4898 0.6556 -0.034 0.067 -0.144
H -2.7637 0.3330 3.7161 -0.080 -0.006 0.184
O -0.2601 0.1644 -2.5801 0.006 0.066 -0.351
C -2.1250 0.1706 2.8650 0.159 -0.035 0.025
O 4.0851 -1.1839 2.4462 0.130 -0.027 -0.474
H 7.3705 -1.7173 -1.2415 0.067 -0.032 -0.003
C 2.8603 1.4827 -1.9448 -0.062 0.510 -0.454
H 0.3576 1.9639 -4.2515 -0.042 0.005 0.002
C -2.8708 -0.6256 0.4704 -0.176 -0.040 0.277
H -1.8040 -3.1925 2.2893 -0.026 -0.014 0.106
C -1.8084 -0.8327 -0.5805 -0.205 -0.340 -0.111
N 3.5623 -1.9514 -0.9300 -0.597 0.433 0.313
C 5.6752 -1.4776 0.0504 -0.304 -0.179 -0.062
C 1.4159 -0.6045 2.1687 -0.977 0.485 0.496
H -5.0636 3.0172 1.0414 -0.104 -0.002 -0.031
O 0.5280 3.9822 -5.5050 -0.290 0.000 -0.216
C -1.8276 -2.3582 1.6088 0.419 -0.598 -0.058
H 5.9852 -2.5884 -3.1257 -0.033 -0.036 -0.020
C -4.1078 2.5135 1.0221 -0.238 -0.557 0.439
N -0.7537 -1.5074 -0.3536 0.145 0.576 -0.505
N -2.9850 -1.8063 1.2490 -0.322 -0.028 -0.668
C 1.8712 3.4071 -3.7732 0.238 -1.073 0.771
O 1.7617 -0.4013 3.3045 -0.079 -0.042 -0.125
C -0.2442 0.6935 0.8337 -0.033 -0.092 0.419
H 3.3934 4.7093 -2.9999 0.002 -0.016 0.027
H -2.0021 -0.4855 -1.5832 -0.031 0.103 -0.045
C -0.8941 -0.2957 2.9952 -0.036 0.247 0.056
Ru 1.5925 -0.9676 -0.7798 1.651 -1.731 2.727
C -3.9340 1.2850 1.5896 -0.046 0.614 -0.278
C 1.7071 1.2508 -2.7587 1.035 1.320 0.378
C 1.2262 2.1765 -3.6465 -0.156 0.453 -0.240
C 0.5127 -3.0780 1.0903 -1.949 1.129 0.780
C -4.7676 -3.4136 1.7005 0.072 0.153 0.165
C -2.6136 0.6157 1.5065 0.249 0.146 -0.244
H -5.6370 -3.6211 2.3180 -0.104 -0.038 0.079
O 3.2820 0.6160 -1.1451 -0.646 -0.860 0.580
C -5.2874 -0.9483 1.7760 0.194 0.049 0.091
C 5.5310 -2.2903 -2.1923 -0.229 -0.021 0.037
C -1.7349 2.6441 0.3467 -0.203 -0.018 -0.029
O 4.5418 4.2748 -0.7601 0.111 0.464 0.173
C 3.4315 2.7938 -2.0594 -0.785 -0.448 -0.712
F -3.2407 4.3938 -0.0862 0.005 -0.113 0.055
H -3.7971 -0.4106 -0.0570 0.056 -0.001 0.075
C 2.9425 3.7282 -2.9416 0.133 0.020 0.079
H -3.9251 -1.9949 3.0783 -0.045 0.061 -0.048
H 6.2208 -1.1255 0.9113 -0.022 0.007 0.095
C 3.5487 -1.2010 1.3690 0.734 -0.182 -0.008
C -0.5710 -1.8678 1.0209 0.210 -1.229 0.340
C -3.0188 3.1782 0.4263 0.606 -0.093 -0.178
C -5.0320 0.5024 2.2517 -0.129 0.033 -0.006
H -6.1636 -1.2882 2.3323 0.023 -0.032 -0.052
H -5.9684 1.0461 2.1181 0.004 0.040 0.061
C -1.4967 1.4004 0.8921 -0.307 0.554 0.013
H -0.4479 -0.5516 3.9406 0.024 -0.051 0.159
N 4.5211 3.1383 -1.1801 0.143 0.045 0.009
O 5.3343 2.2794 -0.9252 0.255 -0.111 0.036
N 0.9672 0.0471 -2.5493 -2.425 1.799 -2.116
C 4.1500 -2.3361 -2.0481 0.378 -0.210 -0.546
O 1.9751 5.4168 -4.8138 0.077 0.316 -0.050
H -4.0227 -4.1794 1.8988 0.077 -0.064 0.015
C 4.2907 -1.5645 0.1120 0.802 -0.051 0.255
C -4.2126 -2.0234 2.0187 -0.363 -0.322 0.098
O 1.5113 -1.0599 -2.8240 0.950 -1.468 0.277
N 2.2198 -0.9235 1.1152 0.143 0.166 -0.508
H 3.4974 -2.6767 -2.8438 0.095 0.104 0.001
C -0.0691 -0.4983 1.7726 0.290 0.608 0.222
N 1.4225 4.3386 -4.7656 -0.020 0.159 -0.196
C 6.3007 -1.8206 -1.1379 -0.223 0.014 0.085
H -0.9454 3.2146 -0.1169 0.116 0.059 -0.048
O 0.6278 0.9873 -0.0196 0.359 -0.410 -0.314
H -5.5810 -0.9430 0.7258 -0.062 -0.085 -0.071
```
Forces are in eV/Å.

LUMO (alpha / beta) = -2.09 / -2.78 eV
HOMO-LUMO gap (alpha / beta) = 4.28 / 6.33 eV
charge = 0
relative energy (zero: lowest compared OMol25 entry of this formula, charge and spin) = 43.7 kcal per mole
HOMO level (alpha / beta) = -6.37 / -9.11 eV
E = -2712.495125 hartree
multiplicity = 6
F_max = 3.69 eV/A

Löwdin atomic charge list, values in e, 5 entries:
1. O -0.05
2. H 0.12
3. O 0.08
4. H 0.09
5. H 0.12

---

Number 2 is which compound? C32H21BrN4O4Re

---

Which value of E does entry 3 give? -2712.495125 hartree

---

Which of these has the highest E? C32H21FN7O12Ru